No. 1
16
Properties=species:S:1:pos:R:3:forces:R:3 method="wB97M-V/def2-TZVPD" e_tot_ev=-7391.921 e_lumo_ev=1.1 fmax_ha_per_bohr=0.0113 smiles="C=C1CC1.CO" de_lowest_ev=2.8448 homo_energy_ev=-9.47
C 2.1791 -0.0542 0.0026 0.35 -0.08 -0.17
O 1.2809 0.0772 1.0747 0.16 0.20 0.36
C -1.0018 0.2659 -0.0367 -0.45 0.26 -0.19
C -0.9911 1.5881 0.0384 -0.31 -0.16 -0.15
C -0.8872 -0.9288 -0.8777 0.03 0.03 -0.23
C -1.5144 -0.9877 0.5177 -0.18 0.01 0.17
H 3.1665 0.3197 0.2944 0.02 -0.04 -0.21
H 2.2648 -1.1205 -0.2429 0.07 0.19 0.02
H 1.8440 0.4774 -0.9022 0.04 -0.10 0.22
H -0.6116 2.1984 -0.7773 -0.03 -0.06 0.11
H -1.4054 2.0910 0.9088 0.11 -0.01 -0.10
H 0.7628 0.8886 0.9398 0.31 -0.46 0.17
H -1.5250 -0.9429 -1.7570 0.01 -0.14 0.11
H 0.0614 -1.4491 -0.9986 -0.15 0.26 0.07
H -0.9375 -1.5194 1.2708 -0.07 0.24 -0.12
H -2.5930 -1.0579 0.6225 0.09 -0.13 -0.07

***

No. 2
16
Properties=species:S:1:pos:R:3:forces:R:3 method="wB97M-V/def2-TZVPD" e_tot_ev=-7394.134 e_lumo_ev=1.0 fmax_ha_per_bohr=0.0259 smiles="CC(C)CC=O" de_lowest_ev=0.6314 homo_energy_ev=-9.76
O -2.6290 0.3107 -0.6935 0.55 0.06 -0.03
C -2.1615 -0.4757 0.0908 -0.87 -0.28 -0.11
C -0.7424 -0.5957 0.5596 0.22 1.20 -0.54
C 0.2314 0.4473 -0.0340 -0.28 -0.94 0.69
C 0.6078 -0.0085 -1.4283 0.21 -0.24 0.32
C 1.4813 0.5756 0.8537 -0.55 0.57 0.69
H -2.8747 -1.1541 0.6139 0.22 -0.13 -0.04
H -0.3300 -1.5807 0.3525 -0.26 -0.37 0.44
H -0.8802 -0.3963 1.6215 0.37 -0.45 0.42
H -0.3156 1.3782 0.0127 0.00 0.42 -0.53
H -0.2557 -0.1841 -2.0563 -0.13 -0.11 -0.16
H 1.2777 0.6686 -1.9144 0.26 0.74 -0.39
H 1.2120 -0.9150 -1.3125 -0.31 -0.22 -0.15
H 1.5326 -0.1373 1.6793 -0.06 -0.31 -0.25
H 1.4480 1.5422 1.3599 0.21 0.09 -0.06
H 2.3982 0.5246 0.2951 0.41 -0.05 -0.29